Formula: C17H21AgBrIN4OS
Source: the Open Molecules 2025 dataset
Level of theory: ωB97M-V/def2-TZVPD

- Highest occupied orbital energy: -6.85 eV
- LUMO level: -0.221 eV

Structure (ORCA input):
```
! wB97M-V def2-TZVPD RIJCOSX def2/J DEFGRID3
* xyz 0 1
C 1.24233 5.10713 -1.32273
N -2.10389 2.07112 -0.03367
H 1.56869 5.95216 -1.91485
C -3.03091 4.29855 -0.45022
H 4.05083 -0.09401 1.96009
C -0.08105 -3.91099 -0.79246
C -0.18379 -6.21922 0.75856
H -5.16298 -0.81374 1.09989
H 4.03323 -1.86915 1.91027
C 2.16061 4.29035 -0.69216
C 0.97578 -4.81198 -0.80878
H -2.65817 5.30281 -0.62067
C 2.67342 -0.88754 0.50122
H -0.84739 5.42741 -1.71776
H 3.13745 -0.86324 -1.60829
N -3.37512 1.62169 0.13311
H 4.29777 0.00612 -0.59244
C 1.69826 3.20281 0.04450
C -3.60419 0.36983 0.63145
H 1.75375 -6.65413 -0.05837
C -0.48380 3.72182 -0.44680
H 3.22302 4.47434 -0.77153
S -2.44379 -0.64650 1.23797
N -4.91244 0.01307 0.58567
H 4.32170 -1.76850 -0.64407
C 3.67166 -0.88887 -0.65639
H -5.63537 0.69983 0.44688
H 2.69131 -0.98063 2.66004
H 2.35269 2.47670 0.51570
H -4.15242 2.18456 -0.18084
Ag -0.21445 0.51489 0.43732
H 2.07460 -1.81729 0.41161
C -1.91714 3.30334 -0.30343
C -1.18779 -4.17231 0.01138
C 0.92126 -5.96514 -0.03505
H -0.21346 -7.11803 1.36000
C 3.41040 -0.97241 1.83873
I -0.07699 -2.13761 -1.86507
C -0.11360 4.82166 -1.20532
H -1.99930 -3.45802 0.03920
C -1.24027 -5.32064 0.78327
Br 2.51893 -4.53492 -1.85690
H -3.69341 4.04311 -1.28235
H -3.62768 4.32038 0.46569
O 1.88328 0.24296 0.44912
N 0.40302 2.94528 0.17176
H -2.10460 -5.50704 1.40671
*
```

=====

Formula: C29H23Cl5F3N2O7S2Sc
Source: the Open Molecules 2025 dataset
Level of theory: ωB97M-V/def2-TZVPD

- Highest occupied orbital energy (alpha / beta): -2.91 / -6.31 eV
- Energy above the lowest of the compared OMol25 structures with the same formula, charge and spin: 18.18 kcal per mole
- Expectation value of S²: 0.77
- LUMO level (alpha / beta): 1.441 / 1.442 eV

Structure (ORCA input):
```
! wB97M-V def2-TZVPD RIJCOSX def2/J DEFGRID3
* xyz -1 2
C -2.76872 3.42368 0.81639
F -2.84188 -2.25031 4.41677
C -0.32383 -5.03592 -3.94066
H 5.75129 1.04429 -2.99971
N -0.54993 -1.18349 -1.10824
H -1.18743 4.86331 0.86399
H -0.62480 -5.85284 -4.58296
Cl 4.25723 1.96881 4.51058
O -2.77004 -1.34847 -2.32988
C 4.85896 1.52566 -1.10635
C 0.50288 -2.92497 -2.29929
C -1.48254 2.35899 -1.36504
H -5.07098 0.37555 -0.96038
H 3.60004 1.90749 0.63535
H 3.54756 0.51092 -4.04986
O -1.61685 0.30336 4.08553
C 1.04489 -4.79860 -3.69905
C -2.66065 1.77899 -0.90314
O -2.37872 -2.79073 -0.38797
C -4.61581 1.60284 2.25604
C 3.27259 -1.68122 2.07907
O -1.24880 -0.17400 1.71420
C 3.89744 0.56115 3.57397
H 1.05151 4.25883 -0.46202
H -3.73463 1.06540 2.60720
H -2.34670 -4.42240 -3.47699
H 0.79122 3.50192 -2.03736
H 1.46888 0.69611 -2.63898
F -3.68110 -1.48573 2.57114
H -3.24832 3.85634 1.68499
C 3.67978 1.61830 -0.40158
Cl 2.84359 -3.14921 1.25208
H -4.08296 -0.37101 0.29021
Cl 6.18910 -0.49554 4.55183
S -1.21872 -0.67476 3.11965
C -1.59781 3.99829 0.35273
H 1.78069 -5.44928 -4.15774
C -2.56372 -1.94210 3.13895
H -4.61826 2.58564 2.72802
C 4.75023 -0.53682 3.59818
Sc 0.56657 -0.31640 0.54801
H -5.43532 2.36422 0.43104
H -3.01971 0.88979 -1.40403
Cl 1.63326 1.83549 2.79322
C 0.64533 -1.79891 -1.48296
C 4.83380 1.12922 -2.43449
O 1.68440 -1.26335 -0.88586
H 0.11411 5.09836 -1.70275
H -0.98039 1.90248 -2.21171
C -1.28974 -4.23576 -3.33159
F -2.17828 -3.04838 2.51385
S -1.83156 -2.10741 -1.53447
O -0.01514 -1.43429 3.35866
C -4.90761 0.32123 0.11626
C -4.61822 1.69279 0.72500
C 2.76157 0.49725 2.77486
C 3.61404 0.83549 -3.02196
H -5.80521 -0.10190 0.57119
H -5.50365 1.06987 2.60173
N 2.51467 1.32502 -0.99792
C -0.87317 -3.20454 -2.52428
C 2.43116 -0.57959 1.96886
H 2.52787 -3.61140 -2.70257
C -3.32657 2.30284 0.20011
Cl 5.46214 -3.05675 2.92702
C 0.32741 4.11924 -1.26707
C 2.45888 0.93256 -2.27905
C 4.42724 -1.67543 2.86151
C 1.47432 -3.77263 -2.89202
O 1.40017 1.41964 -0.30266
C -0.93327 3.47592 -0.75273
H 5.78626 1.75684 -0.60285
*
```